## i
Entry from the OMol25 dataset: a 2-piece molecular cluster, C4H12NOS overall (ωB97M-V/def2-TZVPD).

CARTESIAN COORDINATES (ANGSTROEM)
S1 -1.71570 -0.07511 -2.19982
O1 -0.85228 -2.96511 -1.05920
N1 0.92266 1.28439 0.61601
C1 -0.03194 0.32828 0.07744
C2 2.30729 1.07696 0.24148
C3 -1.06297 0.98452 -0.84567
C4 -0.73186 -0.41581 1.22408
H1 -1.94876 1.22574 -0.23709
H2 -1.56394 -0.97728 0.79473
H3 0.49663 -0.43751 -0.49962
H4 0.81448 1.38138 1.61370
H5 -0.03804 -1.05928 1.76723
H6 2.75581 0.19680 0.72345
H7 2.90201 1.96020 0.49567
H8 -0.63054 1.89312 -1.23355
H9 -1.15301 0.35116 1.88204
H10 -1.63028 -3.52653 -1.10543
H11 2.32696 0.86747 -0.82689
H12 -1.16652 -2.09338 -1.42857

Computed properties:
**Total charge**: -1
**HOMO-LUMO gap**: 6.4 eV

---

## ii
Entry from the OMol25 dataset: a 2-piece molecular cluster, C4H12NOS overall (ωB97M-V/def2-TZVPD).

CARTESIAN COORDINATES (ANGSTROEM)
S1 -2.97036 1.32750 0.09659
O1 2.97378 -2.22859 -1.23011
N1 1.60278 -0.34758 0.10226
C1 2.32542 0.60800 0.89575
C2 0.24543 -0.79520 0.68089
C3 -0.97132 -0.47907 -0.20828
C4 -1.27852 1.05108 -0.38805
H1 3.43183 0.80257 0.45376
H2 -1.77940 -1.02263 0.30862
H3 1.74821 1.58100 1.06311
H4 2.63836 -3.12405 -1.10144
H5 0.29817 -1.87288 0.90486
H6 -0.76407 -1.14617 -1.14881
H7 -0.56273 1.52570 0.41978
H8 2.54506 0.25568 1.89590
H9 2.47238 -1.55018 -0.54026
H10 1.40677 0.21636 -0.78697
H11 -0.98812 1.30639 -1.41285
H12 0.14353 -0.25896 1.64216

Computed properties:
**Total charge**: -1
**HOMO-LUMO gap**: 6.0 eV

---

Stability, highest: i

---

## i
Entry from the OMol25 dataset: one molecule with the formula C9H10N2O2S2 (ωB97M-V/def2-TZVPD).

CARTESIAN COORDINATES (ANGSTROEM)
S1 1.70201 2.07609 -0.40323
S2 1.71306 -0.79078 -0.89709
O1 -0.64582 -0.94313 5.36208
O2 -2.61504 -1.02521 4.19730
N1 0.62060 1.00913 -2.63241
N2 0.86268 -0.77411 2.98443
C1 0.06069 -0.11836 -3.42130
C2 -0.47014 -0.97811 3.01002
C3 -0.54465 -1.05317 0.51512
C4 0.51628 2.39354 -3.17100
C5 1.50275 -0.69981 1.80630
C6 -1.17667 -1.08355 1.79807
C7 1.32430 0.82881 -1.44703
C8 0.83396 -0.85773 0.56942
C9 -1.24482 -0.99892 4.28796
H1 -2.93728 -0.97064 5.10597
H2 -1.08245 -1.19314 -0.41699
H3 0.83796 -0.48562 -4.09654
H4 1.51508 2.88517 -3.25528
H5 -0.15937 3.00331 -2.57241
H6 -2.24880 -1.23696 1.78946
H7 -0.29289 -0.92536 -2.78249
H8 -0.79320 0.17902 -4.00836
H9 0.13122 2.32754 -4.17886
H10 2.59054 -0.56802 1.85687

Computed properties:
**SMILES**: CN(C)C(=S)Sc1ccc(C(=O)O)nc1
**HOMO-LUMO gap**: 7.9 eV

---

## ii
Entry from the OMol25 dataset: a 2-piece molecular cluster, C9H10N2O2S2 overall (ωB97M-V/def2-TZVPD).

CARTESIAN COORDINATES (ANGSTROEM)
S1 -1.62570 -0.43959 2.06557
S2 -2.00435 2.92175 -0.85752
O1 0.53398 -0.72707 -0.55811
O2 0.32402 0.71133 -2.40393
N1 -1.35482 2.12723 1.94934
N2 -2.68939 0.28469 -0.88690
C1 -2.99912 0.67575 -2.08222
C2 0.09580 0.20771 -1.29636
C3 1.65296 -1.63578 -0.91425
C4 -1.68055 1.05248 1.23563
C5 -2.56671 2.08367 -2.43535
C6 -2.07711 1.32015 -0.13872
C7 -1.00168 1.75627 3.20035
C8 -0.99477 0.40556 3.45681
C9 2.94941 -1.15754 -0.22779
H1 1.73928 -1.38790 -2.02100
H2 3.41835 -0.22821 -0.51918
H3 3.65717 -1.94973 -0.25186
H4 -0.98340 -0.08971 4.41688
H5 2.81630 -1.04380 0.80792
H6 -0.71358 2.48626 3.96985
H7 1.35514 -2.57555 -0.63787
H8 -1.54530 1.96693 -2.99462
H9 -3.38467 0.05162 -2.84422
H10 -3.18016 2.72514 -3.00154

Computed properties:
**HOMO-LUMO gap (alpha / beta)**: 7.4 / 6.9 eV

---

Stability, highest: i

---

## i
Entry from the OMol25 dataset: a 2-piece molecular cluster, C9H14O overall (ωB97M-V/def2-TZVPD).

CARTESIAN COORDINATES (ANGSTROEM)
O1 -2.54637 1.20294 -2.35097
C1 2.90393 0.04667 0.21962
C2 -1.27007 -0.81943 0.93246
C3 -1.68335 1.31044 -0.11324
C4 -2.11851 0.62415 -1.27552
C5 -1.29045 0.59375 0.98200
C6 3.25844 1.01625 -0.95986
C7 -2.04239 -0.80116 -1.30988
C8 -1.56688 -1.52393 -0.27032
C9 -0.96792 -1.55540 2.14991
H1 -1.42521 -2.59541 -0.25684
H2 -2.61052 2.17370 -2.23021
H3 3.65258 1.94068 -0.51379
H4 2.44934 1.20384 -1.65414
H5 -1.59396 2.39422 -0.12563
H6 2.37258 0.66187 0.93918
H7 -0.86503 1.18163 1.77923
H8 -1.58619 -2.45046 2.20320
H9 -2.41650 -1.28002 -2.21105
H10 2.24455 -0.69846 -0.23114
H11 -0.93485 -0.94908 3.04861
H12 4.16710 0.66893 -1.45053
H13 0.01977 -2.01974 2.10639
H14 3.84993 -0.32598 0.59250

Computed properties:
**⟨S²⟩**: 0.766
**Total charge**: +1
**Spin multiplicity**: 2
**HOMO-LUMO gap (alpha / beta)**: 10.1 / 6.9 eV

---

## ii
Entry from the OMol25 dataset: a 2-piece molecular cluster, C9H14O overall (ωB97M-V/def2-TZVPD).

CARTESIAN COORDINATES (ANGSTROEM)
O1 -1.87397 -0.68182 -2.48439
C1 -1.04147 3.01368 0.51228
C2 1.86527 -2.35593 1.22142
C3 0.48440 3.24054 0.85782
C4 0.81240 -1.87337 0.29853
C5 0.70894 -2.56403 -0.93199
C6 -0.09937 -0.78739 0.69850
C7 -1.09554 -1.06742 -1.46576
C8 -0.30787 -2.14452 -1.85186
C9 -1.13880 -0.48784 -0.19457
H1 2.74364 -1.58664 1.08426
H2 -1.10466 2.41698 -0.41842
H3 -1.49002 2.44963 1.30057
H4 2.30549 -3.37642 1.10334
H5 -2.41995 0.12481 -2.29028
H6 1.70147 -2.23246 2.18511
H7 -0.13250 -0.26600 1.68347
H8 -1.89719 0.27247 0.00723
H9 -0.32161 -2.54692 -2.94200
H10 0.44037 3.82077 1.87886
H11 -1.59256 3.85060 0.14341
H12 0.94500 3.87120 0.00063
H13 1.06470 2.21366 0.99553
H14 1.44383 -3.30358 -1.39170

Computed properties:
**⟨S²⟩**: 0.767
**Total charge**: +1
**Spin multiplicity**: 2
**HOMO-LUMO gap (alpha / beta)**: 10.0 / 6.9 eV

---

## iii
Entry from the OMol25 dataset: a 2-piece molecular cluster, C9H14O overall (ωB97M-V/def2-TZVPD).

CARTESIAN COORDINATES (ANGSTROEM)
O1 1.23345 -2.45355 -3.44029
C1 0.39463 0.91101 -2.55610
C2 -0.65006 0.66302 3.28649
C3 -1.03395 -0.80606 3.45150
C4 0.63540 -1.57432 -1.25977
C5 0.25153 0.78633 -1.15837
C6 0.58900 -0.21738 -3.30860
C7 0.45201 -0.46134 -0.49985
C8 0.02691 2.00226 -0.36509
C9 0.82703 -1.46425 -2.65021
H1 -0.33428 -1.54920 3.06859
H2 -0.95635 1.90822 0.11032
H3 0.64831 -0.14458 -4.38799
H4 -2.00750 -0.90497 2.96471
H5 0.13916 1.01443 3.95279
H6 0.28454 1.87292 -3.04138
H7 -1.49682 1.32420 3.36792
H8 0.10924 3.03044 -0.72930
H9 -1.12898 -1.05767 4.50330
H10 -0.39115 0.85402 2.23082
H11 0.74034 -2.54779 -0.79315
H12 0.56150 -3.05452 -3.77980
H13 0.41901 -0.51417 0.58072
H14 0.68703 2.38294 0.45276

Computed properties:
**⟨S²⟩**: 0.765
**Total charge**: +1
**Spin multiplicity**: 2
**HOMO-LUMO gap (alpha / beta)**: 10.2 / 6.5 eV

---

Stability, highest: i